Record 1
91
Properties=species:S:1:pos:R:3 method="wB97M-V/def2-TZVPD" e_homo_ev="-7.65 / -7.61" e_above_lowest_kj_mol=0.00 spin_multiplicity=2 gap_ha="0.28997 / 0.19112"
H -1.7614 -4.2008 -3.0079
C 4.7903 -1.1575 2.6196
C 5.4190 1.2375 2.9939
H -1.2627 -5.0900 3.6573
H -5.8400 2.3623 0.2155
H -4.0862 -3.6322 -0.9971
C -2.0632 -1.7903 -0.5368
C 3.3031 0.6716 1.7825
C -3.8977 -2.9294 -1.8104
C -1.6093 -0.4648 -0.3617
C 3.5373 0.2228 4.2602
N -1.6574 3.1334 -1.6295
C -3.8710 2.4878 -0.5807
C -1.9123 -2.1795 1.9042
H 5.0551 2.2546 3.1559
C 3.0065 1.0890 -0.6409
H -0.4736 -3.4078 -2.0883
H 6.0118 1.2354 2.0767
H -3.6889 -4.2938 3.9921
C -2.1886 -2.5811 0.6032
H 2.4556 2.3705 -3.1208
Se -0.6777 1.7332 1.2064
C -3.3426 4.6416 -1.5442
Be -0.7110 1.7712 -1.1885
H 5.6308 1.8270 -1.1656
C -5.1172 2.9973 -0.2787
H 4.7996 0.4651 0.2965
H -2.5833 -2.1775 -3.9834
C -2.9759 3.3448 -1.2152
H 6.0822 0.9735 3.8226
C -2.4285 -2.4816 -1.8672
C 1.9744 1.0067 1.9798
C -1.5236 -3.7085 -2.0607
H -6.4624 4.6790 -0.3446
H -3.6042 1.4636 -0.3515
C 3.7629 0.7287 0.4730
H 5.4404 -1.4890 3.4341
H -1.6422 -4.4429 -1.2624
H -1.8071 -3.2751 5.1953
H 4.8150 -0.4253 -3.1801
H 5.3725 -1.1829 1.6965
C 4.9139 2.0503 -1.9574
H 5.4494 2.0360 -2.9107
H 4.2415 -0.0872 5.0354
Cl -2.5890 1.6983 -4.5560
C -1.3390 -0.0496 0.9555
C -1.4864 -0.8715 2.0639
Cl 0.4502 3.0407 -4.9089
H -0.1393 -4.0903 2.7190
H -2.5295 -3.6003 0.4572
H -4.2052 -2.7562 3.2773
H -3.8540 -4.1413 2.2394
H 1.5272 0.9809 2.9647
C -1.1849 -4.3903 2.8203
H -4.8671 6.1821 -1.5017
C -3.5443 -3.6162 3.1457
O 0.8264 1.8576 -1.4049
H 3.9722 -1.8745 2.5196
C -5.4751 4.3196 -0.6022
H 3.5001 -1.1071 -2.2110
C 1.1841 1.3713 0.9006
H 5.0290 -0.6683 -1.4456
C -1.6865 -2.5386 4.3979
C 2.8915 1.3804 -3.1969
C -4.5944 5.1669 -1.2444
C 3.7551 1.0417 -1.9895
H 2.7040 -0.4849 4.2641
C -2.2726 -1.6054 -3.1046
H 2.0859 0.6503 -3.3112
H -4.5554 -2.0680 -1.6706
C -2.0788 -3.1659 3.0619
H -1.2507 -0.4720 3.0413
H -1.2293 -1.3222 -3.2484
O -1.4432 0.4008 -1.3782
Cl -0.0070 -0.2204 -5.7214
H -1.4697 -4.9238 1.9113
N -2.2206 5.1933 -2.1589
H -0.6429 -2.2129 4.3988
H 3.5058 1.3375 -4.1004
H -2.3153 -1.6785 4.6415
H -2.1365 6.1148 -2.5511
H -4.1744 -3.4189 -2.7482
C 4.3103 -0.3742 -2.2115
H -2.8748 -0.7035 -3.0491
C 4.2473 0.2489 2.9083
H -0.2817 4.4070 -2.6113
Ge -0.5049 1.2078 -4.2182
H 4.5375 3.0631 -1.7944
C -1.2583 4.2533 -2.1772
H 3.1529 1.2082 4.5345
C 1.6577 1.4447 -0.4235

***

Record 2
95
Properties=species:S:1:pos:R:3 method="wB97M-V/def2-TZVPD" e_homo_ev=-10.78 total_charge=+1 gap_ha=0.27322
H -0.0362 -2.6138 3.4107
H 3.3946 3.7943 -6.7045
H -7.8241 -2.8877 -4.0369
F 2.3283 -2.8510 3.7183
H 5.7181 -0.2721 3.9778
C 2.4226 1.4760 3.8909
H 3.0766 2.5713 5.6898
O 1.8221 0.5250 4.8099
H 1.5541 0.2407 -4.4938
C -0.7092 -2.2480 -4.7059
H -5.6592 -2.1280 0.9652
N 4.3426 5.0775 2.4628
C 2.4442 4.3718 -4.8652
C -5.3298 -1.0044 -5.3075
C 2.6778 4.7261 -3.5468
H -7.6896 -7.5851 -1.1530
C 4.8090 4.1406 -5.1235
H 4.2266 0.0657 5.6459
H 4.0279 -1.7085 5.6718
H -7.6090 -5.4507 -2.4423
H 2.8596 4.1744 1.3667
N -1.5032 -1.9898 -3.6582
H 1.4354 4.3304 -5.2549
H -1.9484 1.0274 1.3186
C 3.8628 -0.7993 5.0185
C -6.4002 -5.4981 1.1570
H 6.6353 -1.0957 1.8182
C 5.3228 6.0591 0.0417
H 0.5373 -0.8398 6.4617
C 5.4764 -2.4135 3.6984
H 0.0988 0.7598 -2.5340
C -3.8820 0.5117 2.1179
C -2.7945 0.3479 1.2765
C 3.7444 4.8002 1.2951
H -1.8448 -0.7343 -2.0680
C 4.9354 4.5020 -3.7924
C -3.7227 -1.4867 0.2848
H 0.1021 -1.2052 2.3069
C 4.8324 -0.9496 3.7765
C -4.9339 -0.3870 2.0118
H 5.9022 6.0579 3.3667
H 5.9375 -2.7280 4.6683
H 1.0023 -1.7426 -5.9038
H 5.7032 6.4406 -0.8988
H -3.6144 -2.2695 -0.4587
H 3.3207 3.5517 4.0886
H 3.6684 5.0023 -0.8451
S 6.9216 -2.2689 2.5028
H -0.1735 -0.8564 4.0481
C -6.4670 -1.7976 -5.3057
S 1.6292 -1.6229 6.1191
H 6.8465 6.9852 1.2529
C -6.9358 -2.2665 -4.0900
H 4.7910 -3.1648 3.2363
N -2.6939 -0.6298 0.3666
H 2.3257 -1.0927 2.5514
H -3.9068 1.3208 2.8369
H 5.9109 4.5646 -3.3218
H -6.0457 -5.4533 2.1816
H -5.8038 -0.2922 2.6511
H 1.5665 2.0890 3.4743
H 1.8561 4.9713 -2.8814
C 3.3741 2.5488 4.6100
C -4.7093 -0.7143 -4.1028
N 3.8978 4.7959 -2.9970
H -3.8209 -0.0981 -4.0659
H -6.9779 -2.0456 -6.2268
H 2.9353 1.0327 3.0015
H -0.9875 -3.1168 -5.2927
C -7.2701 -5.4934 -1.4154
C 0.3532 -1.5578 3.3542
C -7.3136 -6.6772 -0.6957
C -6.7792 -4.3595 -0.7871
C 5.9609 6.3635 1.2349
C -1.1879 -0.9203 -2.9119
N -6.3534 -2.0018 -2.9130
C 0.3955 -1.4835 -5.0460
C 0.6988 -0.3831 -4.2599
H 5.6840 3.9165 -5.7193
C -0.1071 -0.0916 -3.1700
C -5.2555 -1.2348 -2.9420
C 5.4360 5.8500 2.4097
N 2.3827 -0.7389 4.7389
C 3.5354 4.0743 -5.6672
H -4.9319 -0.6167 -6.2381
H -6.8881 -7.5898 1.2103
H 4.4284 -0.6316 2.7842
H -4.8039 -1.0377 -1.9772
H 4.4258 2.1561 4.4957
H -6.7226 -3.4087 -1.3128
C -6.8695 -6.6841 0.6181
C 4.1909 5.2602 0.0675
C 1.9415 -1.5158 3.5100
N -6.3458 -4.3408 0.4830
C -4.8572 -1.4081 1.0770

***

Record 3
15
Properties=species:S:1:pos:R:3 method="wB97M-V/def2-TZVPD" e_homo_ev=-9.63 e_above_lowest_kj_mol=227.08 smiles="C=CC.C=C" gap_ha=0.39902
C 2.3778 -0.0590 -1.0499
H 0.5771 -0.8553 -1.7055
H -1.0895 -0.0692 2.6623
C -1.7322 1.3677 0.5914
C -0.9664 -0.6661 1.7669
H -2.2678 1.4976 -0.3486
H -2.3621 1.5205 1.4772
H -0.7857 -1.7332 1.7294
H -0.9757 2.1474 0.6926
H 3.4250 0.2019 -1.1943
H -1.3692 -0.6540 -0.3028
C 1.6350 -0.7605 -1.9097
H 1.9950 -0.8173 -2.9332
C -1.2240 -0.0748 0.5978
H 2.1669 0.0738 -0.0032

***

Record 4
27
Properties=species:S:1:pos:R:3 method="wB97M-V/def2-TZVPD" e_homo_ev=-3.20 e_above_lowest_kj_mol=95.44 total_charge=-1 smiles="C=C([C@@H](C)CCCC)P([O-])O" gap_ha=0.24917
H -0.0117 -3.4840 -0.3054
C 1.4643 -0.5191 1.8045
H 0.6891 -1.4035 -1.2450
H -1.2903 3.3666 -0.1065
H 3.4249 0.3888 0.9741
O 3.7118 0.2042 0.0386
C 0.2999 -2.7669 0.4045
H -1.1141 -0.2494 -2.1284
C -1.8986 2.5325 -0.0894
H -1.8887 2.1606 0.9447
H -2.9410 2.8104 -0.4821
H -1.1301 2.2268 -1.8950
H -1.8016 -1.7614 -0.3191
H -0.1406 -2.8742 1.3810
C -1.1278 1.5672 -1.0676
P 2.3013 0.8848 -0.6818
C 0.2799 -1.3235 -0.1583
H 2.0359 0.2984 2.3459
H -1.4315 -0.4518 0.7945
C -1.5993 0.1882 -1.2406
H 1.3159 -2.9842 0.6566
C 1.2638 -0.3942 0.5160
H 1.2708 -1.3659 2.4918
H -0.0664 1.4853 -0.6725
H -2.5959 0.0298 -1.5570
C -1.2261 -0.8509 -0.2038
O 2.2061 2.2854 -0.1997

***

Results for energy: -203956.4925 -75985.8109 -5344.9125 -21939.5171 (in eV, following the order of the records).